The molecule C3H7ClFN in a non-equilibrium geometry, computed with the ωB97M-V functional and the def2-TZVPD basis.

Computed properties:
Calculated total energy: -19953.9690 eV
Energy above the lowest of the compared OMol25 structures with the same formula, charge and spin: 19.2 kcal/mol
F_max: 3.74 eV/A
LUMO energy: 0.9 eV
Kohn-Sham gap: 10.63 eV

```
! wB97M-V def2-TZVPD RIJCOSX def2/J DEFGRID3
* xyz 0 1
C 0.0435 0.0480 -0.3739
C 0.7255 -1.0357 0.4181
C 0.1585 1.4653 0.0913
H -1.5092 -1.1375 -0.8198
H -1.8886 -0.3450 0.4585
H 0.5588 -0.0102 -1.3984
H 0.1639 -1.1897 1.3535
H 1.7531 -0.7043 0.6159
H -0.2524 1.6230 1.0898
H 1.2082 1.7765 0.1663
N -1.3866 -0.2171 -0.4071
F -0.4303 2.3299 -0.6993
Cl 0.8557 -2.6031 -0.4948
*
```

A cluster of 9 separate species, C32H44BN8 in total in a non-equilibrium geometry, computed with the ωB97M-V functional and the def2-TZVPD basis.

Computed properties:
Calculated total energy: -46477.4550 eV
Energy above the lowest of the compared OMol25 structures with the same formula, charge and spin: 409.4 kcal/mol
F_max: 14.84 eV/A
LUMO energy: 2.7 eV
Kohn-Sham gap: 8.16 eV

```
! wB97M-V def2-TZVPD RIJCOSX def2/J DEFGRID3
* xyz -1 1
B -0.5549 -0.8580 0.1013
H -0.5770 -1.5569 -0.8485
H -1.5897 -0.7067 0.6445
H -0.0824 -1.4971 0.8241
H -0.0039 0.3431 -0.1865
N -1.1457 0.0137 -4.8600
C -2.2852 -0.3163 -4.1258
C -3.5801 0.0574 -4.8973
C -3.0463 0.8887 -6.0889
C -1.4905 0.8633 -6.0352
H -0.3062 -0.1121 -4.5784
H -2.1971 -0.9546 -3.2523
H -4.5992 0.0671 -4.6319
H -3.6659 1.3003 -6.7545
H -0.7241 1.3255 -6.6425
N 1.9717 -3.0465 0.2077
C 2.6681 -3.2068 -1.0883
C 3.8450 -4.1253 -0.7038
C 3.7604 -4.4838 0.7527
C 2.5714 -3.7110 1.3000
H 1.1572 -2.3014 0.2453
H 2.1700 -2.8022 -1.9896
H 4.5807 -4.6913 -1.4063
H 4.3202 -4.9656 1.4751
H 2.2320 -3.3701 2.3211
N -3.1339 -5.9483 2.0121
C -4.4290 -5.4188 2.4084
C -4.2377 -3.9670 2.5915
C -2.8034 -3.7072 2.2475
C -2.1457 -5.0389 1.8906
H -2.8865 -6.8949 2.1334
H -5.2897 -5.8406 2.5909
H -4.9647 -3.4423 2.8935
H -2.3811 -2.6249 2.2206
H -1.2383 -5.1100 1.6359
N 1.4363 -0.6721 -3.0567
C 1.3508 -1.7407 -3.9870
C 1.7735 -1.3084 -5.3448
C 2.1405 0.1859 -5.1024
C 1.8847 0.5000 -3.7329
H 1.0380 -0.4834 -2.0561
H 1.0831 -2.7183 -3.8464
H 1.7539 -1.8930 -6.1984
H 2.4677 0.8573 -5.9896
H 2.0701 1.4512 -3.2115
N 0.9584 1.7141 3.9769
C 1.7843 2.0788 5.0602
C 2.7450 3.1251 4.6499
C 2.4812 3.2272 3.1416
C 1.3328 2.3126 2.8071
H 0.3404 1.0030 3.9359
H 1.7417 1.6390 6.0756
H 3.4754 3.5188 5.3433
H 2.6056 3.9846 2.3895
H 0.7499 2.0809 1.9841
N -1.9787 2.2392 -0.9936
C -2.0591 2.9918 0.2435
C -2.7753 4.2317 -0.0953
C -3.0434 4.1287 -1.7060
C -2.5633 2.8084 -2.1500
H -1.4052 1.4926 -0.9617
H -1.4547 2.7566 1.0461
H -3.0097 4.9712 0.6068
H -3.3434 5.1481 -2.0725
H -2.3613 2.2944 -3.1701
N -0.9568 -0.5510 3.5767
C -2.2634 -0.0205 3.9325
C -1.9509 0.4266 5.4095
C -0.6256 -0.2362 5.8306
C -0.1307 -0.8870 4.5797
H -0.7811 -0.8488 2.6370
H -2.8897 -0.0301 3.2287
H -2.6341 0.9201 6.1530
H -0.2147 -0.3036 6.7735
H 0.7782 -1.4786 4.4166
N 3.8953 2.8847 -0.4737
C 2.5106 2.6230 -0.5292
C 1.8184 3.9251 -0.6761
C 2.8495 4.9990 -0.8450
C 4.1851 4.2730 -0.7741
H 4.4830 2.0831 -0.1165
H 2.4271 1.5431 -0.4354
H 0.6427 4.0172 -0.7637
H 2.5648 5.9304 -1.1221
H 5.1550 4.6446 -0.7938
*
```

The molecule C6H10 in a non-equilibrium geometry, computed with the ωB97M-V functional and the def2-TZVPD basis.

Computed properties:
Calculated total energy: -6383.3189 eV
Energy above the lowest of the compared OMol25 structures with the same formula, charge and spin: 12.5 kcal/mol
F_max: 1.32 eV/A
LUMO energy: 1.1 eV
Kohn-Sham gap: 9.97 eV

```
! wB97M-V def2-TZVPD RIJCOSX def2/J DEFGRID3
* xyz 0 1
C -0.4021 -0.9651 -2.0441
C -0.0277 -0.3239 -0.6985
C -0.1197 -1.0181 0.4419
C 0.2439 -0.2305 1.6856
C -0.0559 1.1906 1.1949
C 0.4289 1.1348 -0.2443
H 0.3289 -0.8271 -2.8507
H -0.5494 -2.0575 -1.9543
H -1.3560 -0.5754 -2.4218
H -0.4888 -2.0348 0.5255
H -0.3171 -0.5647 2.5649
H 1.3161 -0.3353 1.9216
H -1.1410 1.3686 1.2562
H 0.5044 2.0499 1.6032
H 1.5310 1.1780 -0.1843
H 0.0902 2.0288 -0.7829
*
```

A cluster of 13 separate species, C47H101N8O20P5 in total in a non-equilibrium geometry, computed with the ωB97M-V functional and the def2-TZVPD basis.

Computed properties:
Calculated total energy: -149701.4803 eV
F_max: 3.19 eV/A
LUMO energy: 0.2 eV
Kohn-Sham gap: 10.82 eV

```
! wB97M-V def2-TZVPD RIJCOSX def2/J DEFGRID3
* xyz 0 1
C -1.9105 2.0410 3.0996
C -1.8626 3.2725 2.2490
C -2.7889 4.3443 2.8416
C -4.1979 3.9279 2.7547
N -5.2844 3.5467 2.6851
H -1.0928 1.3532 2.8891
H -2.8239 1.4499 2.9890
H -1.8810 2.3247 4.1552
H -2.1810 3.0606 1.2234
H -0.8459 3.6691 2.2725
H -2.6673 5.2319 2.2165
H -2.5112 4.6465 3.8521
C 2.4915 4.9722 1.0357
C 2.1402 6.4777 0.9359
C 0.8692 6.9982 1.6130
C 0.5967 6.3169 2.9425
N 0.4284 5.8192 3.9722
H 1.8600 4.2603 0.4927
H 2.4463 4.6623 2.0810
H 3.4909 4.7788 0.6462
H 2.2345 6.7488 -0.1153
H 2.9502 7.0487 1.3983
H -0.0445 6.9042 1.0252
H 0.9722 8.0409 1.9251
C -2.0580 -4.0105 -0.3680
C -3.1370 -4.8513 -1.0231
C -2.7459 -5.8337 -2.1826
C -2.2035 -7.1502 -1.8604
N -1.7937 -8.1873 -1.5841
H -2.4788 -3.4419 0.4579
H -1.6637 -3.2741 -1.0787
H -1.1983 -4.5931 -0.0338
H -3.8805 -4.1586 -1.4230
H -3.6581 -5.4889 -0.3053
H -2.0704 -5.3191 -2.8747
H -3.6397 -6.0184 -2.7864
C -3.4956 4.9405 -1.4549
C -2.6981 6.2323 -1.1876
C -1.2907 6.2773 -1.7754
C -1.4717 6.4199 -3.2257
N -1.5595 6.5112 -4.3648
H -3.5511 4.7395 -2.5272
H -4.4690 4.9827 -0.9591
H -2.9721 4.0741 -1.0319
H -2.6052 6.3892 -0.1041
H -3.2728 7.1123 -1.4859
H -0.6419 5.4366 -1.5069
H -0.7929 7.1710 -1.3983
C 0.2492 2.2973 -0.5083
C -0.6166 1.1624 -1.0522
C -0.1989 -0.2085 -0.5169
C 0.9496 -0.7687 -1.2636
N 1.8725 -1.1717 -1.8361
H 1.3271 2.1026 -0.5480
H 0.1640 2.3171 0.5828
H 0.0111 3.2834 -0.9048
H -0.6397 1.0527 -2.1363
H -1.6521 1.3469 -0.7622
H -1.0273 -0.9084 -0.6710
H 0.0443 -0.2062 0.5504
C -0.9709 -1.8910 3.3864
C -1.0029 -2.3655 4.8546
C -2.0488 -1.5700 5.6734
C -2.3190 -2.0430 7.0632
N -2.5616 -2.3545 8.1550
H -1.9420 -1.7464 2.9085
H -0.3955 -2.6246 2.8128
H -0.3760 -0.9825 3.2354
H 0.0207 -2.2087 5.2028
H -1.1908 -3.4369 4.9338
H -3.0083 -1.6606 5.1583
H -1.7733 -0.5157 5.7410
C 4.6565 0.7944 -2.8778
C 4.6673 2.2512 -3.3490
C 6.0916 2.5973 -3.7684
C 6.6742 1.7950 -4.8592
N 7.1464 1.1853 -5.7124
H 4.7802 0.1410 -3.7472
H 3.7639 0.5253 -2.3217
H 5.5227 0.5942 -2.2464
H 4.3637 2.8967 -2.5234
H 3.9384 2.3980 -4.1505
H 6.7961 2.4427 -2.9470
H 6.1516 3.6506 -4.0358
C -1.1039 3.0382 -3.9295
C 0.3616 2.7130 -4.2441
C 1.2889 3.8945 -4.6413
C 1.6554 4.6008 -3.4387
N 1.9555 5.1229 -2.4645
H -1.5391 3.7166 -4.6703
H -1.2196 3.5178 -2.9529
H -1.6865 2.1174 -3.9080
H 0.3539 2.0456 -5.1070
H 0.7538 2.1696 -3.3842
H 0.7010 4.5338 -5.3014
H 2.1867 3.5073 -5.1229
C 1.2391 -5.3650 3.7111
O 1.5858 -4.6563 2.5151
P 1.8124 -5.5345 1.1368
O 0.7587 -6.5506 0.8856
O 1.8239 -4.3521 0.0602
C 1.5446 -4.4689 -1.3124
O 3.4010 -5.9481 1.2776
C 4.1688 -6.4119 0.1163
H 1.9677 -5.1248 4.4808
H 1.1611 -6.4464 3.6155
H 0.2805 -4.9066 3.9445
H 2.4133 -4.0737 -1.8329
H 0.7034 -3.8165 -1.5410
H 1.2463 -5.4620 -1.6406
H 3.5372 -6.6157 -0.7552
H 4.7466 -7.2954 0.3611
H 4.8698 -5.6473 -0.2117
C 2.5288 -1.8850 1.6484
O 3.1879 -0.6392 1.8189
P 2.5780 0.3674 2.9222
O 1.3403 1.1318 2.5631
O 3.8589 1.2967 3.3207
C 3.7187 2.2135 4.3436
O 2.3317 -0.5907 4.2127
C 3.4026 -1.3649 4.8444
H 1.5906 -1.9166 2.1999
H 3.2119 -2.6677 1.9677
H 2.2780 -2.0355 0.6045
H 4.6519 2.7233 4.5678
H 3.3892 1.7304 5.2666
H 2.9381 2.9291 4.0893
H 4.3799 -1.2755 4.3720
H 3.1485 -2.4286 4.8419
H 3.4723 -1.0615 5.8851
C -7.1097 2.2462 -1.0333
O -6.7695 1.1231 -1.8472
P -5.3333 1.1159 -2.6060
O -4.1023 1.2572 -1.8081
O -5.6280 2.2976 -3.7082
C -4.7420 2.6093 -4.8105
O -5.4473 -0.2532 -3.4243
C -5.3778 -1.4731 -2.7297
H -6.4149 3.0817 -1.1105
H -7.1737 1.9044 -0.0028
H -8.0966 2.6439 -1.2666
H -5.2580 2.4353 -5.7522
H -3.8371 2.0077 -4.7304
H -4.4578 3.6621 -4.7765
H -4.7910 -2.2400 -3.2345
H -6.4000 -1.8392 -2.6219
H -4.9744 -1.3371 -1.7288
C 9.5226 -3.6983 0.1050
O 8.8058 -3.0950 -0.9757
P 7.3685 -3.7122 -1.4663
O 7.1020 -5.1659 -1.4059
O 6.2821 -2.8165 -0.7427
C 4.8953 -2.9419 -1.0522
O 7.2875 -3.1137 -2.9958
C 7.4343 -1.7348 -3.1958
H 8.9558 -4.5370 0.5088
H 9.6131 -2.9434 0.8848
H 10.5149 -4.0426 -0.1692
H 4.7162 -3.6268 -1.8771
H 4.4611 -1.9656 -1.2493
H 4.3691 -3.2742 -0.1564
H 8.2268 -1.5299 -3.9134
H 7.6930 -1.1921 -2.2851
H 6.5104 -1.3037 -3.5820
C -6.4062 -5.0843 1.7561
O -5.7824 -4.0620 0.9671
P -5.1677 -2.7631 1.7036
O -4.3468 -3.0280 2.9128
O -4.5410 -1.8439 0.5162
C -4.1656 -0.5211 0.8684
O -6.4841 -1.8801 2.0872
C -7.4141 -1.4282 1.1052
H -5.7753 -5.9679 1.6831
H -7.3494 -5.3366 1.2777
H -6.5913 -4.8615 2.8053
H -4.8600 0.1494 0.3670
H -3.1554 -0.3228 0.5171
H -4.2781 -0.3865 1.9429
H -7.5152 -0.3425 1.0871
H -8.3637 -1.9207 1.3141
H -7.1314 -1.8038 0.1177
*
```

A cluster of 2 separate species, C12H17NO in total in a non-equilibrium geometry, computed with the ωB97M-V functional and the def2-TZVPD basis.

Computed properties:
Calculated total energy: -16254.9672 eV
Energy above the lowest of the compared OMol25 structures with the same formula, charge and spin: 78.9 kcal/mol
F_max: 4.21 eV/A
LUMO energy: 0.7 eV
Kohn-Sham gap: 8.65 eV

```
! wB97M-V def2-TZVPD RIJCOSX def2/J DEFGRID3
* xyz 0 1
C 1.1920 1.6264 -0.9973
C 1.6967 2.9089 -0.0633
C -0.2708 1.4379 -1.0058
C -0.9752 1.6985 -2.1564
C -1.1604 0.9308 -0.0125
C -2.4464 0.8201 -0.6670
C -1.1712 0.8702 1.3714
C -3.6201 0.3769 -0.0271
C -2.3215 0.5303 2.0373
C -3.5294 0.2105 1.3291
N -2.3362 1.4070 -1.9431
H 1.5049 1.8785 -2.0707
H 1.7097 0.6702 -0.9320
H 2.6334 3.2632 -0.4734
H -0.6984 1.9324 -3.1763
H -3.0245 1.6971 -2.5874
H -0.2270 1.0723 1.8871
H -4.5331 0.1269 -0.6286
H -2.1019 0.2265 3.1377
H -4.3810 -0.4121 1.7820
H 1.8948 2.6588 0.9626
H 0.8406 3.5685 -0.1147
C 1.7967 -3.2589 0.2904
C 3.3886 -3.0997 0.2005
O 1.5874 -4.0401 1.4312
H 1.2600 -2.2919 0.5333
H 1.4320 -3.7802 -0.7272
H 3.8145 -4.0716 0.4543
H 0.7230 -3.8485 2.0348
H 3.4636 -2.2899 0.8770
H 3.8592 -2.8189 -0.7458
*
```

A structure of composition C6H9N2O2 in a non-equilibrium geometry, computed with the ωB97M-V functional and the def2-TZVPD basis.

Computed properties:
Calculated total energy: -13428.1033 eV
Energy above the lowest of the compared OMol25 structures with the same formula, charge and spin: 206.2 kcal/mol
F_max: 4.73 eV/A
LUMO energy (spin up / spin down): -6.7 / -6.7 eV
Kohn-Sham gap (spin up / spin down): 7.36 / 7.36 eV

```
! wB97M-V def2-TZVPD RIJCOSX def2/J DEFGRID3
* xyz 1 1
C -0.4262 -0.0662 -0.4348
C -0.9488 -0.6130 0.6998
C 0.0189 1.1894 0.8470
C -1.6599 -1.9055 1.0776
C 1.6508 -0.1443 -1.7970
C 0.1342 -0.1517 -1.7109
N -0.6767 0.3995 1.5854
N 0.6501 2.4921 1.2185
O 1.3528 2.9346 0.3513
O 0.4587 2.8497 2.3075
H -2.4491 -1.7077 1.8603
H -0.8584 -2.6181 1.4269
H -2.0818 -2.2945 0.1100
H 2.0940 0.8357 -1.6478
H 1.8779 -0.3643 -2.7490
H 1.9472 -0.8811 -1.1554
H -0.1693 -1.0312 -2.2106
H -0.1863 0.7226 -2.3641
H -0.7281 0.3539 2.5852
*
```

A cluster of 2 separate species, C3H8N2O in total, computed with the ωB97M-V functional and the def2-TZVPD basis.

Computed properties:
Calculated total energy: -8267.6069 eV
Energy above the lowest of the compared OMol25 structures with the same formula, charge and spin: 39.6 kcal/mol
F_max: 0.64 eV/A
LUMO energy: 0.9 eV
Kohn-Sham gap: 10.16 eV

```
! wB97M-V def2-TZVPD RIJCOSX def2/J DEFGRID3
* xyz 0 1
C 0.2547 2.0485 1.2195
N 0.1521 0.7960 0.4876
C -0.2564 -1.9666 0.0577
C 0.1881 0.8662 -0.7495
O 0.2617 1.3425 -1.8360
N -0.1449 -1.1575 -1.1547
H -0.0052 2.9254 0.6107
H -0.4256 1.9983 2.0723
H 1.2748 2.1803 1.5991
H -0.2358 -3.0454 -0.1426
H 0.5505 -1.6913 0.7424
H -1.1895 -1.7041 0.5601
H 0.5862 -1.4727 -1.7850
H -1.0107 -1.1197 -1.6815
*
```

The molecule C3H4N4S in a non-equilibrium geometry, computed with the ωB97M-V functional and the def2-TZVPD basis.

Computed properties:
Calculated total energy: -19968.2711 eV
Energy above the lowest of the compared OMol25 structures with the same formula, charge and spin: 54.5 kcal/mol
F_max: 3.72 eV/A
LUMO energy: -0.4 eV
Kohn-Sham gap: 7.87 eV

```
! wB97M-V def2-TZVPD RIJCOSX def2/J DEFGRID3
* xyz 0 1
C -0.5793 0.3923 0.0730
C 1.6977 0.9372 -0.0539
C 2.0154 -0.4820 -0.1714
H -4.1278 0.7170 0.2417
H 2.6203 1.5265 -0.1344
H 2.9447 -1.0533 -0.0643
H -1.0320 -1.5732 0.0766
N -1.7700 0.8803 0.1774
N 0.4768 1.2746 -0.1291
N 1.0746 -1.4027 -0.0023
N -0.1653 -0.9228 0.1526
S -3.1551 -0.2938 -0.1659
*
```